Entry 1:
Molecular formula: C19H25N3O5
Method: DFT, ωB97M-V with the def2-TZVPD basis set

Each line ends with the Löwdin charge.
Positions of all 52 atoms, in Å:
C -0.933 3.057 -4.476  -0.039
O 0.103 2.740 -3.554  -0.066
C 0.965 3.721 -3.267  -0.483
O 0.917 4.821 -3.745  0.122
C 2.010 3.268 -2.258  -0.056
N 1.953 1.861 -1.966  0.077
C 1.469 1.399 -0.788  -0.446
O 1.220 2.121 0.153  0.087
C 1.253 -0.108 -0.758  -0.206
C -0.074 -0.433 -1.499  -0.061
C -1.239 0.129 -0.756  -0.173
C -1.741 1.395 -0.840  -0.040
N -2.766 1.555 0.051  0.091
C -2.938 0.393 0.745  -0.208
C -3.837 0.065 1.752  -0.024
C -3.779 -1.212 2.266  -0.099
C -2.853 -2.146 1.791  -0.099
C -1.959 -1.827 0.795  -0.023
C -1.990 -0.540 0.260  -0.124
N 1.209 -0.532 0.614  0.140
C 1.465 -1.804 0.994  -0.569
O 1.815 -2.674 0.229  0.084
O 1.288 -1.920 2.320  0.039
C 1.536 -3.178 2.988  -0.571
C 0.609 -4.266 2.446  -0.018
C 1.212 -2.886 4.454  -0.021
C 3.002 -3.581 2.831  -0.019
H -0.519 3.184 -5.478  0.101
H -1.432 3.982 -4.182  0.099
H -1.626 2.219 -4.453  0.094
H 1.828 3.797 -1.316  0.140
H 2.998 3.559 -2.631  0.140
H 2.060 1.220 -2.737  0.149
H 2.077 -0.635 -1.253  0.157
H -0.030 -0.020 -2.509  0.113
H -0.161 -1.518 -1.561  0.122
H -1.438 2.201 -1.480  0.116
H -3.279 2.407 0.200  0.157
H -4.555 0.785 2.116  0.106
H -4.463 -1.502 3.051  0.098
H -2.851 -3.138 2.218  0.094
H -1.248 -2.555 0.432  0.107
H 0.880 0.143 1.288  0.155
H 0.831 -4.458 1.399  0.080
H 0.750 -5.183 3.011  0.090
H -0.427 -3.948 2.537  0.072
H 1.359 -3.779 5.054  0.088
H 0.179 -2.560 4.545  0.086
H 1.856 -2.095 4.827  0.087
H 3.201 -4.479 3.409  0.088
H 3.649 -2.780 3.185  0.091
H 3.225 -3.775 1.786  0.078

Calculated values
SMILES string ... COC(=O)CNC(=O)[C@H](Cc1c[nH]c2ccccc12)NC(=O)OC(C)(C)C
Relative energy (zero: lowest compared OMol25 entry of this formula, charge and spin) ... 15.6 kcal per mole
Net charge ... 0
Molar mass ... 375.425 g/mol
HOMO energy ... -7.9 eV
Energy ... -34818.934 eV
LUMO level ... 0.0199 Eh

=====

Entry 2:
Molecular formula: C19H25N3PmSSi
Method: DFT, ωB97M-V with the def2-TZVPD basis set

Each line ends with the Mulliken spin population.
Positions of all 50 atoms, in Å:
C 0.941 2.157 1.617  -0.001
C -0.125 2.074 0.675  -0.018
C -1.266 1.543 1.329  -0.005
H -0.127 2.479 -0.347  -0.001
C -0.921 1.307 2.675  -0.003
C 0.449 1.675 2.862  -0.012
H 0.954 1.747 3.826  0.001
H 1.909 2.630 1.437  0.001
H -2.245 1.418 0.868  0.000
H -1.626 0.960 3.453  0.001
Pm 0.405 -0.431 1.324  4.089
C -1.158 -2.596 -2.310  -0.003
H -1.972 -3.133 -1.776  0.000
H -0.335 -3.355 -2.285  -0.001
H -1.543 -2.170 -3.351  -0.001
Si -0.688 -1.023 -1.578  0.004
C 1.175 -0.826 -1.771  0.000
C 1.739 0.444 -1.630  -0.003
H 1.093 1.305 -1.383  0.004
C 3.118 0.565 -1.795  -0.001
H 3.557 1.552 -1.675  0.000
C 3.884 -0.563 -2.095  0.000
H 4.951 -0.441 -2.246  0.000
C 3.311 -1.839 -2.186  0.000
H 3.930 -2.708 -2.399  0.000
C 1.938 -1.992 -1.998  -0.001
H 1.450 -2.974 -1.991  0.001
C -1.720 0.324 -2.422  -0.006
C -1.096 1.174 -3.346  -0.001
H -0.068 0.958 -3.705  0.000
C -1.764 2.352 -3.704  0.000
H -1.261 3.012 -4.406  0.000
C -2.999 2.651 -3.130  0.000
H -3.501 3.565 -3.406  0.000
C -3.594 1.810 -2.192  0.000
H -4.532 2.072 -1.708  0.000
C -2.971 0.609 -1.838  -0.003
H -3.379 -0.036 -1.039  0.002
H -1.298 -0.495 -0.186  -0.017
H -0.278 -1.881 -0.397  -0.016
N 1.939 -1.061 3.218  -0.003
N 1.076 -0.834 4.377  -0.001
C -0.142 -1.496 4.340  0.001
N -0.753 -1.636 5.557  -0.001
S -0.892 -2.172 2.945  -0.008
H 2.167 -2.060 3.174  0.001
H 2.814 -0.555 3.371  0.001
H 1.553 -0.851 5.287  0.000
H -1.695 -2.052 5.550  0.000
H -0.405 -1.205 6.409  0.000

Calculated values
Relative energy (zero: lowest compared OMol25 entry of this formula, charge and spin) ... 0.0 kcal per mole
Net charge ... +1
Molar mass ... 500.583 g/mol
Spin multiplicity ... 5
HOMO energy (alpha / beta) ... -9.8 / -9.8 eV
Energy ... -59838.469 eV
LUMO level (alpha / beta) ... -0.1320 / -0.1297 Eh

=====

Entry 3:
Molecular formula: C19H25N5O2
Method: DFT, ωB97M-V with the def2-TZVPD basis set

Each line ends with the Löwdin charge.
Positions of all 51 atoms, in Å:
C -2.760 -2.970 -1.231  -0.107
C -1.542 -3.618 -0.582  -0.256
C -0.576 -2.607 0.034  -0.209
C -1.178 -1.863 1.224  -0.162
C -0.128 -1.050 1.989  -0.118
N 0.521 -0.037 1.187  0.073
C 0.194 1.244 0.862  -0.309
N -0.862 1.970 1.322  -0.094
C -0.883 3.368 0.931  -0.047
C -2.180 1.418 1.547  -0.119
C -2.939 1.025 0.294  -0.217
C -2.341 0.973 -0.957  -0.037
C -3.077 0.598 -2.069  -0.083
C -4.413 0.264 -1.943  -0.094
C -5.015 0.309 -0.697  -0.082
C -4.284 0.690 0.412  -0.047
N 1.124 1.825 0.100  0.191
C 2.081 0.896 -0.076  -0.216
C 1.749 -0.280 0.577  -0.078
C 2.632 -1.396 0.601  -0.408
O 2.515 -2.464 1.174  0.050
N 3.772 -1.122 -0.162  0.208
C 4.134 0.019 -0.850  -0.477
O 5.176 0.088 -1.462  0.072
N 3.231 1.057 -0.787  0.008
C 3.512 2.312 -1.446  -0.006
H -3.380 -2.465 -0.494  0.063
H -3.369 -3.723 -1.726  0.070
H -2.452 -2.237 -1.973  0.064
H -1.004 -4.192 -1.339  0.105
H -1.870 -4.318 0.189  0.106
H 0.321 -3.134 0.365  0.103
H -0.278 -1.886 -0.732  0.116
H -1.602 -2.587 1.923  0.126
H -1.984 -1.218 0.872  0.080
H -0.559 -0.585 2.880  0.121
H 0.664 -1.731 2.310  0.122
H 0.138 3.705 0.782  0.079
H -1.350 3.943 1.732  0.091
H -1.445 3.524 0.006  0.093
H -2.755 2.184 2.078  0.133
H -2.117 0.555 2.212  0.108
H -1.298 1.223 -1.074  0.107
H -2.599 0.566 -3.037  0.108
H -4.983 -0.032 -2.811  0.104
H -6.058 0.048 -0.589  0.104
H -4.756 0.726 1.385  0.115
H 4.457 -1.869 -0.202  0.168
H 2.710 2.546 -2.145  0.094
H 4.457 2.203 -1.974  0.089
H 3.581 3.111 -0.708  0.095

Calculated values
SMILES string ... CCCCCn1c(N(C)Cc2ccccc2)nc2c1c(=O)[nH]c(=O)n2C
Relative energy (zero: lowest compared OMol25 entry of this formula, charge and spin) ... 0.0 kcal per mole
Net charge ... 0
Molar mass ... 355.442 g/mol
HOMO energy ... -7.8 eV
Energy ... -31656.457 eV
LUMO level ... 0.0230 Eh

=====

Entry 4:
Molecular formula: C19H25N5O6S2
Method: DFT, ωB97M-V with the def2-TZVPD basis set

Each line ends with the Löwdin charge.
Positions of all 57 atoms, in Å:
C -1.288 -2.667 -0.273  -0.046
C -0.740 -2.220 -1.618  -0.186
O 0.511 -2.850 -1.935  0.006
C 1.603 -2.391 -1.341  -0.544
O 1.629 -1.501 -0.530  0.101
C 2.824 -3.129 -1.858  -0.337
S 4.018 -3.427 -0.518  0.988
C 4.393 -1.752 -0.216  -0.652
N 4.610 -0.848 -1.133  0.027
N 4.723 0.329 -0.508  0.065
C 4.596 0.129 0.778  -0.301
C 4.406 1.227 1.770  -0.081
N 3.036 1.691 1.598  0.090
C 2.011 0.988 2.145  -0.438
O 2.153 0.296 3.137  0.060
C 0.688 1.103 1.462  -0.112
C 0.579 1.328 0.093  -0.010
C -0.662 1.265 -0.517  -0.056
C -1.779 0.966 0.238  -0.276
S -3.363 0.753 -0.561  0.673
O -3.209 1.037 -1.963  -0.282
O -3.892 -0.530 -0.194  -0.285
N -4.264 1.918 0.242  -0.233
C -5.663 1.606 0.467  -0.164
C -6.494 1.929 -0.777  -0.182
O -6.316 3.273 -1.165  -0.124
C -4.964 3.540 -1.471  -0.187
C -4.062 3.263 -0.263  -0.161
C -1.690 0.743 1.599  -0.034
C -0.453 0.813 2.210  0.013
N 4.387 -1.196 1.028  -0.041
C 4.213 -1.871 2.282  -0.017
H -1.399 -3.749 -0.251  0.082
H -2.258 -2.202 -0.118  0.053
H -0.618 -2.360 0.526  0.077
H -0.601 -1.135 -1.625  0.103
H -1.407 -2.510 -2.431  0.130
H 3.330 -2.514 -2.605  0.087
H 2.543 -4.092 -2.279  0.087
H 4.525 0.870 2.793  0.123
H 5.090 2.051 1.568  0.127
H 2.871 2.169 0.726  0.124
H 1.452 1.495 -0.520  0.117
H -0.780 1.423 -1.579  0.118
H -5.722 0.545 0.707  0.114
H -6.007 2.203 1.317  0.134
H -7.560 1.807 -0.579  0.130
H -6.188 1.257 -1.593  0.131
H -4.919 4.593 -1.755  0.130
H -4.635 2.912 -2.310  0.115
H -3.012 3.362 -0.540  0.121
H -4.294 3.962 0.548  0.135
H -2.584 0.496 2.149  0.121
H -0.339 0.618 3.266  0.123
H 5.172 -1.966 2.797  0.102
H 3.511 -1.319 2.907  0.073
H 3.817 -2.866 2.084  0.068

Calculated values
SMILES string ... CCOC(=O)CSc1nnc(CNC(=O)c2ccc(S(=O)(=O)N3CCOCC3)cc2)n1C
Relative energy (zero: lowest compared OMol25 entry of this formula, charge and spin) ... 1.3 kcal per mole
Net charge ... 0
Molar mass ... 483.572 g/mol
HOMO energy ... -8.6 eV
Energy ... -61514.593 eV
LUMO level ... -0.0031 Eh

=====

Entry 5:
Molecular formula: C19H25NO2S
Method: DFT, ωB97M-V with the def2-TZVPD basis set

Each line ends with the Löwdin charge.
Positions of all 48 atoms, in Å:
C -4.076 -2.951 0.999  -0.052
C -3.576 -1.699 0.347  -0.281
C -4.460 -0.846 -0.305  -0.038
C -4.014 0.310 -0.914  -0.041
C -2.664 0.645 -0.893  -0.314
C -2.194 1.911 -1.526  -0.417
S -2.638 3.382 -0.517  0.881
C -1.702 3.006 1.021  -0.374
C -0.245 3.179 0.846  -0.333
C 0.602 4.190 1.212  -0.001
C 1.892 3.801 0.793  0.026
C 1.749 2.584 0.182  -0.167
C 2.745 1.688 -0.431  -0.438
O 3.943 1.825 -0.265  0.071
N 2.198 0.715 -1.196  0.077
C 2.961 -0.374 -1.754  -0.174
C 2.471 -1.726 -1.232  -0.168
C 2.462 -1.835 0.298  -0.441
C 3.864 -1.690 0.884  -0.064
C 1.849 -3.173 0.709  -0.083
O 0.445 2.207 0.213  0.042
C -1.780 -0.201 -0.235  -0.048
C -2.231 -1.359 0.374  -0.036
H -4.857 -2.717 1.722  0.081
H -3.272 -3.474 1.512  0.073
H -4.505 -3.620 0.253  0.083
H -5.512 -1.093 -0.333  0.114
H -4.713 0.968 -1.408  0.115
H -2.689 2.092 -2.479  0.080
H -1.114 1.928 -1.668  0.067
H -1.954 1.981 1.297  0.082
H -2.082 3.704 1.763  0.085
H 0.332 5.091 1.722  0.114
H 2.809 4.338 0.915  0.121
H 1.194 0.652 -1.263  0.122
H 4.002 -0.195 -1.480  0.116
H 2.881 -0.355 -2.847  0.122
H 1.456 -1.898 -1.603  0.111
H 3.112 -2.507 -1.646  0.120
H 1.835 -1.032 0.703  0.125
H 3.839 -1.856 1.959  0.079
H 4.538 -2.419 0.440  0.085
H 4.261 -0.694 0.708  0.065
H 2.461 -3.996 0.346  0.080
H 0.848 -3.284 0.296  0.065
H 1.785 -3.247 1.792  0.076
H -0.729 0.045 -0.192  0.090
H -1.525 -2.002 0.881  0.103

Calculated values
SMILES string ... Cc1ccc(CSCc2ccc(C(=O)NCCC(C)C)o2)cc1
Relative energy (zero: lowest compared OMol25 entry of this formula, charge and spin) ... 0.0 kcal per mole
Net charge ... 0
Molar mass ... 331.481 g/mol
HOMO energy ... -8.5 eV
Energy ... -36529.800 eV
LUMO level ... 0.0251 Eh